No. 1
{"formula": "C15H13AgFI2N2O7", "method": "the ωB97M-V functional and the def2-TZVPD basis", "symbols": ["C", "H", "H", "H", "O", "C", "H", "H", "I", "H", "H", "C", "C", "C", "O", "O", "H", "Ag", "C", "C", "C", "C", "H", "C", "N", "O", "C", "C", "I", "C", "H", "N", "C", "F", "O", "O", "H", "O", "H", "C", "H"], "positions_angstrom": [[-5.80, -3.09, -0.23], [0.47, 3.26, -0.80], [0.94, 6.77, -0.28], [5.15, -1.27, -1.94], [-0.30, -1.19, 2.18], [2.49, 3.92, -0.50], [0.48, 5.47, -1.41], [-3.45, -0.61, -0.05], [1.84, -6.79, -0.82], [5.50, -0.88, -0.26], [4.60, 4.27, -0.19], [4.16, 2.21, -0.56], [-4.05, -1.47, 0.22], [3.63, -0.16, -0.99], [-4.11, -3.83, 2.84], [-6.69, -3.59, -0.88], [-5.85, -4.49, 1.26], [0.77, -1.41, -0.40], [-1.26, -1.56, 1.51], [3.19, 1.20, -0.80], [5.10, -0.47, -1.19], [1.51, 2.99, -0.73], [-2.58, -2.13, 3.12], [-2.63, -1.54, 2.21], [-3.74, -2.07, 1.42], [2.91, -1.17, -1.02], [-5.03, -1.91, -0.57], [0.93, 5.69, -0.43], [1.03, -4.23, -0.33], [-4.36, -3.23, 1.82], [5.20, 1.93, -0.46], [-5.38, -3.65, 0.97], [1.80, 1.59, -0.85], [-5.32, -1.29, -1.72], [0.82, 0.80, -1.02], [-1.26, -1.92, 0.29], [0.32, 5.22, 0.35], [2.27, 5.26, -0.36], [-2.85, -0.51, 2.49], [3.85, 3.53, -0.40], [5.72, 0.36, -1.52]], "lowdin_charge": [-0.4091, 0.1035, 0.0852, 0.0823, -0.0114, -0.2964, 0.0927, 0.1530, -0.0859, 0.0905, 0.1036, -0.0569, 0.0482, -0.3900, 0.0741, 0.0819, 0.1634, 0.6920, -0.6925, -0.1083, -0.0197, 0.0364, 0.1247, -0.0339, 0.0059, -0.1083, -0.1861, -0.0988, 0.1509, -0.4661, 0.0961, 0.2111, -0.3696, 0.0777, -0.1197, -0.1848, 0.0935, -0.0853, 0.1353, -0.0393, 0.0600], "multiplicity": 1, "de_lowest_kcal_mol": 1.23, "lumo_ev": 0.80, "energy_ha": -2057.98815, "homo_ev": -5.07, "total_charge": -1}



No. 2
{"formula": "C15H13Cl2O13PV", "method": "the ωB97M-V functional and the def2-TZVPD basis", "symbols": ["O", "H", "O", "H", "H", "C", "H", "O", "O", "C", "C", "C", "H", "C", "H", "C", "H", "H", "C", "Cl", "H", "H", "H", "C", "Cl", "C", "O", "C", "C", "C", "O", "H", "O", "H", "O", "O", "O", "P", "V", "C", "C", "C", "O", "O", "O"], "positions_angstrom": [[24.88, 22.23, -14.98], [23.05, 16.59, -29.04], [19.58, 13.57, -18.39], [21.62, 14.97, -23.28], [19.97, 15.32, -23.62], [24.94, 21.27, -15.81], [23.26, 22.09, -16.91], [20.30, 18.41, -16.00], [21.44, 17.75, -18.52], [23.39, 16.15, -28.10], [19.71, 14.71, -17.82], [20.65, 16.95, -17.95], [23.31, 15.09, -28.34], [24.76, 18.95, -17.60], [24.57, 15.28, -23.72], [19.25, 14.96, -16.42], [20.79, 15.45, -19.52], [26.38, 18.13, -16.50], [20.39, 15.69, -18.55], [21.19, 19.29, -21.66], [24.42, 16.41, -27.85], [20.88, 16.63, -22.95], [19.18, 16.32, -14.82], [23.99, 21.30, -16.83], [24.91, 19.18, -21.47], [24.54, 16.37, -23.78], [23.01, 16.88, -20.44], [20.97, 15.77, -23.62], [23.84, 20.24, -17.78], [25.74, 19.00, -16.58], [23.86, 16.86, -24.99], [25.51, 16.81, -23.95], [24.53, 18.04, -18.41], [23.93, 16.72, -22.94], [23.08, 20.36, -18.78], [21.37, 16.34, -24.87], [26.96, 20.10, -15.02], [22.72, 15.91, -25.61], [22.91, 18.37, -19.94], [25.95, 20.12, -15.76], [19.52, 16.19, -15.84], [20.20, 17.28, -16.47], [22.93, 14.45, -25.56], [18.50, 14.16, -15.76], [22.51, 16.52, -27.06]], "lowdin_charge": [-0.0992, 0.0746, -0.1035, 0.0872, 0.0809, -0.3947, 0.0937, -0.0113, -0.1376, -0.1316, -0.3958, -0.2795, 0.0769, -0.3266, 0.0759, -0.4303, 0.0923, 0.0912, -0.0091, -0.2814, 0.0868, 0.0569, 0.0826, -0.0200, -0.2863, -0.0740, -0.4056, -0.0931, -0.3091, -0.0190, -0.2330, 0.0790, -0.0969, 0.0525, -0.1204, -0.2173, -0.0848, 0.3829, 0.5892, -0.3917, -0.0490, -0.3816, -0.2703, -0.1356, -0.2141], "multiplicity": 2, "lumo_ev": [6.41, 6.41], "energy_ha": -3763.28518, "homo_ev": [3.14, 3.13], "total_charge": -4}



No. 3
{"formula": "C15H13Cl3F3HfN4O8S2", "method": "the ωB97M-V functional and the def2-TZVPD basis", "symbols": ["F", "F", "Hf", "H", "C", "C", "S", "C", "H", "N", "H", "C", "H", "O", "H", "C", "C", "H", "H", "C", "H", "C", "O", "Cl", "H", "O", "N", "C", "H", "O", "N", "S", "C", "F", "H", "Cl", "C", "O", "Cl", "H", "H", "C", "C", "C", "O", "N", "O", "O", "C"], "positions_angstrom": [[-0.42, -4.31, 0.41], [-0.36, -2.77, -1.12], [0.09, -0.06, 0.15], [-0.55, 2.05, -2.64], [1.62, -0.58, -2.45], [-3.32, 4.50, 0.07], [2.08, 1.25, 1.12], [3.66, -1.68, -4.00], [3.75, -1.24, 4.64], [-1.04, 2.40, -1.83], [0.34, 0.59, 5.41], [1.05, -0.04, 4.88], [-3.43, 3.59, 1.77], [-3.80, 4.37, 1.29], [4.11, -2.31, 3.30], [-1.13, -3.38, -0.18], [1.73, -0.29, -3.81], [0.61, -1.03, 4.77], [3.76, -0.56, 1.93], [3.36, -1.64, 3.71], [1.96, -0.09, 5.46], [-2.36, 3.46, -0.43], [-0.85, 0.86, 1.72], [2.39, -1.80, -0.22], [2.46, -2.21, 3.90], [-3.61, 5.41, -0.66], [3.12, -0.59, 2.71], [3.59, -1.99, -2.65], [0.58, 1.26, 3.29], [-2.51, 2.19, 2.42], [1.28, 0.59, 3.57], [-1.50, -2.00, 1.01], [2.74, -0.83, -4.58], [-2.20, -3.86, -0.75], [4.32, -2.65, -2.20], [4.92, -2.37, -4.96], [-1.73, 2.38, 0.19], [-2.40, -2.36, 2.03], [0.58, 0.78, -4.55], [-2.11, 4.09, -2.55], [2.80, -0.60, -5.64], [2.57, -1.43, -1.92], [-1.89, 3.43, -1.73], [-1.75, 1.80, 1.56], [0.64, -0.06, -1.69], [-0.92, 1.76, -0.68], [-1.86, -0.93, 0.03], [-0.08, -1.69, 1.41], [2.14, 0.31, 2.62]], "lowdin_charge": [0.1892, 0.0876, 1.3850, 0.1009, -0.4102, -0.4833, 0.6645, -0.6569, 0.0897, 0.0770, 0.1026, -0.0157, 0.0796, 0.1542, 0.0974, -0.6559, -0.5523, 0.0935, 0.0950, -0.0322, 0.0858, -0.0149, -0.2285, 0.8006, 0.0884, 0.1394, -0.0256, -0.1017, 0.1102, 0.1365, 0.0064, 0.6403, -0.1031, 0.2102, 0.1190, 0.7266, -0.1066, -0.1530, 0.7653, 0.1586, 0.1189, -0.5068, 0.0595, -0.4935, -0.3078, -0.0352, -0.3250, -0.4247, -0.7488], "multiplicity": 1, "de_lowest_kcal_mol": 18.01, "lumo_ev": -3.57, "energy_ha": -3924.96648, "homo_ev": -11.96, "total_charge": 1}